The following is a quantum chemistry calculation of an isolated molecule of C3H10N2O3S, from the OMol25 dataset.

Structure (ORCA input):
```
! RIJCOSX wB97M-V def2-TZVPD def2/J DEFGRID3
* xyz 0 1
C 1.981 0.855 0.536
C 1.567 -0.237 -0.457
C 0.165 -0.193 -1.077
H 1.284 -0.014 2.293
H 0.250 1.114 1.622
H 3.069 0.850 0.738
H 1.731 1.828 0.130
H 2.231 -0.224 -1.314
H 1.671 -1.238 0.047
H 0.065 -1.004 -1.768
H -0.019 0.774 -1.543
H -3.066 -1.547 -0.166
H -3.309 0.707 -0.539
N 1.242 0.905 1.799
N -2.431 -0.996 -0.804
O -1.465 0.635 0.900
O -0.717 -1.794 0.761
O -3.129 0.124 -1.278
S -1.121 -0.545 0.120
*
```

Highest occupied orbital energy ... -9.10 eV
Orbital gap ... 9.61 eV
SMILES ... NCCCS(=O)(=O)NO